No. 1
This record from the Open Molecules 2025 dataset describes a molecular structure, C36H55CoN6O2S2Si. The level of theory is wB97M-V/def2-TZVPD.

Multiplicity: 5
HOMO-LUMO gap (alpha / beta): 8.24 / 6.61 eV
HOMO (alpha / beta): -12.92 / -13.59 eV
Net charge: +2

```
103
Properties=species:S:1:pos:R:3:lowdin_charge:R:1
Co 0.442 -0.620 -0.448 0.4606
C 2.547 -5.120 -2.506 0.0180
C 2.913 -4.249 -1.367 -0.3107
N 3.964 -4.357 -0.626 0.1586
N 3.860 -3.349 0.288 0.0609
C 2.770 -2.602 0.137 -0.6972
S 2.252 -1.279 1.045 0.7525
N 2.151 -3.172 -0.938 -0.0687
N 0.923 -2.724 -1.427 0.1027
H 3.332 -5.859 -2.641 0.1024
H 2.448 -4.549 -3.430 0.0842
H 1.608 -5.642 -2.316 0.0959
H 4.573 -3.232 0.992 0.1733
H 0.211 -3.425 -1.232 0.1234
H 0.999 -2.593 -2.432 0.0937
C 0.165 2.842 -1.601 -0.1955
Si -0.517 1.651 -0.328 0.8247
C 0.515 2.438 1.584 -0.4734
C 0.251 1.411 2.641 -0.0787
C -0.191 3.744 1.779 -0.0589
C 1.928 2.536 1.090 -0.0825
C -2.379 1.987 -0.161 -0.6612
C -2.899 1.230 -1.406 -0.1060
C -3.036 1.385 1.080 -0.0758
C -2.799 3.451 -0.309 -0.0816
H 0.029 3.894 -1.346 0.0452
H -0.368 2.666 -2.540 0.0366
H 1.219 2.648 -1.781 -0.0019
H -0.802 1.173 2.784 0.0601
H 0.604 1.825 3.595 0.1240
H 0.811 0.495 2.472 0.0225
H -1.207 3.624 2.148 0.0819
H -0.187 4.373 0.890 0.0853
H 0.373 4.289 2.548 0.1220
H 2.326 1.591 0.723 0.0456
H 2.545 2.832 1.949 0.1206
H 2.056 3.299 0.325 0.0747
H -2.716 0.155 -1.351 0.0465
H -2.465 1.606 -2.334 0.0595
H -3.981 1.369 -1.480 0.1030
H -2.759 0.341 1.239 0.0541
H -4.124 1.424 0.979 0.0987
H -2.781 1.934 1.987 0.0792
H -2.417 3.899 -1.227 0.0817
H -2.471 4.066 0.530 0.0654
H -3.889 3.514 -0.347 0.0959
C -4.465 -4.241 5.142 -0.0629
C -3.028 -3.891 4.797 -0.2003
N -2.727 -2.474 4.984 -0.0452
C -2.730 -1.960 6.362 -0.1844
C -3.907 -1.040 6.635 -0.0594
C -2.266 -1.650 4.032 -0.4103
O -1.825 -0.526 4.254 0.0646
C -2.312 -2.054 2.577 -0.0940
C -3.427 -2.527 1.904 0.0221
C -3.383 -2.630 0.519 -0.0127
C -2.237 -2.235 -0.140 -0.1458
N -1.149 -1.777 0.499 -0.0275
C -1.193 -1.709 1.830 -0.0864
H -4.625 -5.312 5.027 0.0849
H -5.172 -3.717 4.498 0.0730
H -4.701 -3.983 6.173 0.0752
H -2.802 -4.166 3.769 0.1062
H -2.340 -4.465 5.426 0.1293
H -1.790 -1.431 6.524 0.1231
H -2.741 -2.827 7.022 0.1229
H -3.865 -0.166 5.987 0.0739
H -3.879 -0.694 7.668 0.0846
H -4.856 -1.550 6.474 0.0712
H -4.327 -2.789 2.446 0.1263
H -4.233 -2.987 -0.043 0.1228
H -2.188 -2.264 -1.222 0.1110
H -0.316 -1.330 2.333 0.0819
O 1.822 -0.012 -1.902 -0.6361
S 2.978 -0.232 -2.858 0.9926
C 2.279 -0.745 -4.456 -0.2756
C 1.177 0.113 -4.993 -0.2855
C -0.119 0.014 -4.494 -0.0532
C -1.133 0.800 -5.016 -0.0743
C -0.858 1.711 -6.027 -0.0562
C 0.431 1.819 -6.526 -0.0486
C 1.442 1.018 -6.016 -0.0401
C 3.567 1.399 -3.333 -0.2666
C 4.186 2.148 -2.184 -0.2851
C 3.929 3.508 -2.056 -0.0522
C 4.547 4.247 -1.058 -0.0669
C 5.410 3.625 -0.168 -0.0677
C 5.666 2.266 -0.289 -0.0616
C 5.065 1.532 -1.299 -0.0564
H 1.979 -1.788 -4.325 0.0823
H 3.147 -0.757 -5.120 0.1074
H -0.347 -0.705 -3.712 0.0962
H -2.144 0.691 -4.651 0.1046
H -1.650 2.320 -6.438 0.1155
H 0.648 2.514 -7.326 0.1172
H 2.441 1.089 -6.429 0.1226
H 2.727 1.944 -3.768 0.0978
H 4.294 1.189 -4.124 0.1205
H 3.263 3.998 -2.756 0.1208
H 4.360 5.309 -0.982 0.1145
H 5.894 4.199 0.610 0.1131
H 6.354 1.782 0.391 0.1120
H 5.300 0.479 -1.402 0.1036
```

---

No. 2
This record from the Open Molecules 2025 dataset describes 2 unconnected molecules or ions with the total composition C8H14NP. The level of theory is wB97M-V/def2-TZVPD.

HOMO-LUMO gap: 7.94 eV
HOMO: -7.56 eV
Net charge: 0
SMILES: C=C1P=C1C.C=NC(C)C
Relative energy (zero: lowest compared OMol25 entry of this formula, charge and spin): 3.613 eV

```
24
Properties=species:S:1:pos:R:3:lowdin_charge:R:1
C 2.074 2.081 -1.273 -0.0488
C 2.362 1.177 -0.392 -0.5646
P 2.450 -0.581 0.282 1.0084
C 2.362 0.952 1.002 -0.5955
C 2.243 1.808 2.257 -0.0818
H 2.322 1.911 -2.257 0.0171
H 1.720 2.981 -0.875 0.0328
H 3.222 2.440 2.432 0.1177
H 2.097 1.175 3.032 0.0067
H 1.451 2.568 1.915 0.1049
C -1.234 -0.994 1.815 -0.0959
N -0.769 -1.269 0.686 -0.0231
C -1.612 -1.523 -0.498 -0.4725
C -0.911 -1.992 -1.793 -0.0893
C -2.400 -0.356 -1.007 -0.1163
H -2.321 -0.911 2.123 0.0859
H -0.396 -0.808 2.691 0.1087
H -2.449 -2.206 -0.290 0.1291
H -1.658 -2.351 -2.571 0.0992
H -0.380 -1.133 -2.184 0.0582
H -0.228 -2.847 -1.682 0.0687
H -1.857 0.299 -1.717 0.0803
H -2.764 0.273 -0.161 0.0776
H -3.325 -0.694 -1.537 0.0923
```

---

No. 3
This record from the Open Molecules 2025 dataset describes 6 unconnected molecules or ions with the total composition C40H90BrN5. The level of theory is wB97M-V/def2-TZVPD.

HOMO-LUMO gap: 8.98 eV
HOMO: -16.74 eV
Net charge: +4
Relative energy (zero: lowest compared OMol25 entry of this formula, charge and spin): 2.026 eV

```
136
Properties=species:S:1:pos:R:3:lowdin_charge:R:1
C -3.978 -7.814 -1.401 -0.0670
C -4.387 -6.493 -0.754 -0.2496
C -4.725 -5.345 -1.656 -0.1473
N -5.097 -4.033 -1.000 -0.2533
C -6.203 -4.252 0.026 0.0441
C -3.857 -3.402 -0.327 -0.0747
C -3.820 -1.951 -0.834 -0.1925
C -4.329 -2.091 -2.230 -0.1456
C -5.557 -2.987 -2.054 -0.0648
H -4.812 -8.113 -2.043 0.0916
H -3.878 -8.603 -0.664 0.0904
H -3.104 -7.683 -2.039 0.0756
H -3.607 -6.200 -0.039 0.1161
H -5.274 -6.770 -0.176 0.1159
H -5.643 -5.562 -2.212 0.1417
H -3.985 -5.126 -2.428 0.1340
H -6.973 -4.781 -0.529 0.1235
H -6.533 -3.308 0.443 0.1120
H -5.718 -4.886 0.762 0.0969
H -4.013 -3.443 0.745 0.1241
H -3.002 -3.892 -0.784 0.1100
H -4.467 -1.328 -0.213 0.1155
H -2.807 -1.522 -0.816 0.0099
H -4.578 -1.157 -2.733 0.1338
H -3.720 -2.651 -2.944 0.1254
H -6.460 -2.531 -1.651 0.1327
H -5.902 -3.561 -2.913 0.1364
C -0.345 -5.248 -2.229 -0.0561
C 0.105 -4.143 -1.240 -0.2312
C 1.589 -4.173 -1.028 -0.1232
N 2.201 -3.010 -0.258 -0.2409
C 1.971 -1.715 -0.955 -0.0116
C 3.709 -3.160 -0.016 -0.0801
C 4.016 -2.671 1.364 -0.1260
C 2.678 -2.305 2.035 -0.1498
C 1.593 -2.850 1.168 -0.0861
H 0.023 -6.224 -1.927 0.0902
H 0.035 -5.027 -3.228 0.0912
H -1.424 -5.158 -2.345 0.0534
H -0.357 -4.220 -0.252 0.1073
H -0.304 -3.213 -1.646 0.1046
H 2.289 -4.288 -1.857 0.1512
H 1.852 -5.023 -0.389 0.1427
H 2.619 -1.619 -1.822 0.1153
H 2.160 -0.902 -0.250 0.0891
H 0.911 -1.575 -1.155 0.0289
H 4.283 -2.688 -0.808 0.1367
H 3.941 -4.227 -0.037 0.1429
H 4.443 -1.660 1.350 0.0971
H 4.718 -3.216 1.988 0.1336
H 2.554 -1.225 2.119 0.0966
H 2.609 -2.730 3.037 0.1315
H 0.708 -2.218 1.100 0.1200
H 1.302 -3.871 1.419 0.1376
C -3.982 3.610 1.699 -0.0656
C -3.339 2.237 1.885 -0.2710
C -3.360 1.803 3.327 -0.1304
N -2.718 0.444 3.600 -0.2440
C -3.481 -0.586 2.802 0.0164
C -2.795 0.152 5.084 -0.1046
C -1.524 -0.613 5.428 -0.1214
C -0.522 0.229 4.656 -0.1583
C -1.183 0.381 3.295 -0.0981
H -3.609 4.370 2.387 0.0851
H -5.031 3.475 1.973 0.0893
H -3.898 3.963 0.676 0.0714
H -2.327 2.183 1.484 0.0304
H -3.903 1.463 1.357 0.0951
H -4.349 1.736 3.778 0.1475
H -2.753 2.531 3.874 0.1435
H -4.524 -0.368 3.021 0.1190
H -3.162 -1.556 3.174 0.1087
H -3.271 -0.401 1.753 0.0601
H -3.713 -0.381 5.335 0.1449
H -2.861 1.112 5.593 0.1398
H -1.514 -1.559 4.878 0.1190
H -1.383 -0.728 6.497 0.1376
H 0.472 -0.210 4.579 0.1191
H -0.433 1.252 5.033 0.1286
H -1.228 -0.536 2.706 0.0974
H -0.787 1.176 2.674 0.0906
C 1.999 1.897 -4.834 -0.0884
C 1.274 2.218 -3.513 -0.2198
C 0.902 3.709 -3.570 -0.1129
N 0.014 4.177 -2.457 -0.2686
C 0.605 3.877 -1.121 -0.0280
C -0.258 5.687 -2.507 -0.0892
C -1.210 5.824 -3.653 -0.1278
C -2.077 4.526 -3.619 -0.1062
C -1.401 3.632 -2.568 -0.1222
H 2.723 2.679 -5.071 0.0824
H 1.399 1.724 -5.728 0.0883
H 2.549 0.956 -4.754 0.0744
H 1.939 1.935 -2.700 0.0942
H 0.392 1.579 -3.467 0.0968
H 0.412 3.936 -4.512 0.1385
H 1.818 4.300 -3.531 0.1434
H -0.079 4.035 -0.294 0.1062
H 1.573 4.372 -1.094 0.1120
H 0.735 2.790 -1.116 0.0271
H -0.656 5.926 -1.523 0.1397
H 0.719 6.152 -2.637 0.1413
H -1.828 6.717 -3.633 0.1314
H -0.618 5.855 -4.567 0.1174
H -3.063 4.773 -3.234 0.1200
H -2.108 4.007 -4.572 0.1196
H -1.920 3.760 -1.616 0.1177
H -1.433 2.553 -2.702 0.0767
C 2.031 2.087 1.586 -0.0936
C 3.450 1.892 1.029 -0.2250
C 4.429 2.790 1.796 -0.1138
N 5.835 2.812 1.199 -0.2530
C 6.433 1.442 1.048 0.0372
C 6.650 3.813 2.005 -0.1001
C 7.849 4.248 1.135 -0.1141
C 7.230 4.202 -0.267 -0.1349
C 5.879 3.507 -0.165 -0.1039
H 1.827 3.156 1.543 0.0768
H 2.017 1.729 2.618 0.0790
H 1.277 1.484 1.061 0.0075
H 3.554 2.142 -0.032 0.1046
H 3.775 0.849 1.094 0.0831
H 4.664 2.400 2.786 0.1431
H 4.025 3.799 1.823 0.1347
H 6.259 1.053 2.055 0.1144
H 7.519 1.450 0.962 0.1187
H 6.019 0.804 0.276 0.1052
H 7.011 3.466 2.974 0.1479
H 5.995 4.659 2.216 0.1383
H 8.558 3.443 1.333 0.1139
H 8.264 5.194 1.462 0.1340
H 7.876 3.697 -0.983 0.1251
H 7.114 5.243 -0.564 0.1291
H 5.738 2.881 -1.041 0.1335
H 5.109 4.276 -0.099 0.1317
Br -1.066 0.551 -0.477 -0.1332
```

---

Q: The lowest net charge belongs to which entry?
A: C8H14NP

---

Repeat the second record exactly.
This record from the Open Molecules 2025 dataset describes 2 unconnected molecules or ions with the total composition C8H14NP. The level of theory is wB97M-V/def2-TZVPD.

HOMO-LUMO gap: 7.94 eV
HOMO: -7.56 eV
Net charge: 0
SMILES: C=C1P=C1C.C=NC(C)C
Relative energy (zero: lowest compared OMol25 entry of this formula, charge and spin): 3.613 eV

```
24
Properties=species:S:1:pos:R:3:lowdin_charge:R:1
C 2.074 2.081 -1.273 -0.0488
C 2.362 1.177 -0.392 -0.5646
P 2.450 -0.581 0.282 1.0084
C 2.362 0.952 1.002 -0.5955
C 2.243 1.808 2.257 -0.0818
H 2.322 1.911 -2.257 0.0171
H 1.720 2.981 -0.875 0.0328
H 3.222 2.440 2.432 0.1177
H 2.097 1.175 3.032 0.0067
H 1.451 2.568 1.915 0.1049
C -1.234 -0.994 1.815 -0.0959
N -0.769 -1.269 0.686 -0.0231
C -1.612 -1.523 -0.498 -0.4725
C -0.911 -1.992 -1.793 -0.0893
C -2.400 -0.356 -1.007 -0.1163
H -2.321 -0.911 2.123 0.0859
H -0.396 -0.808 2.691 0.1087
H -2.449 -2.206 -0.290 0.1291
H -1.658 -2.351 -2.571 0.0992
H -0.380 -1.133 -2.184 0.0582
H -0.228 -2.847 -1.682 0.0687
H -1.857 0.299 -1.717 0.0803
H -2.764 0.273 -0.161 0.0776
H -3.325 -0.694 -1.537 0.0923
```